Entry 1:
Molecular formula: C5F15O15S5Zn
Method: DFT, ωB97M-V with the def2-TZVPD basis set

Geometry as ORCA input:
```
! wB97M-V def2-TZVPD RIJCOSX def2/J DEFGRID3
* xyz -3 1
Zn 8.77 0.99 -12.79
C 12.07 -1.19 -11.81
F 12.55 -1.72 -10.66
F 13.13 -0.75 -12.50
F 11.43 -2.13 -12.47
S 10.91 0.25 -11.39
O 11.44 0.84 -10.18
O 10.91 1.03 -12.62
O 9.55 -0.29 -11.28
C 7.86 -1.50 -16.30
F 8.10 -0.37 -16.96
F 6.64 -1.50 -15.80
F 7.95 -2.52 -17.19
S 9.20 -1.72 -15.00
O 10.44 -1.63 -15.75
O 8.98 -0.55 -14.13
O 8.89 -3.00 -14.37
C 9.51 2.94 -16.60
F 10.53 2.26 -16.09
F 10.00 4.07 -17.13
F 8.96 2.23 -17.59
S 8.26 3.33 -15.24
O 6.97 3.36 -15.92
O 8.43 2.20 -14.34
O 8.71 4.60 -14.71
C 8.43 2.82 -8.82
F 8.12 3.71 -7.86
F 9.58 2.24 -8.48
F 7.47 1.89 -8.82
S 8.52 3.66 -10.51
O 9.64 4.57 -10.30
O 8.75 2.54 -11.42
O 7.23 4.30 -10.66
C 5.25 -0.83 -10.98
F 6.06 -1.86 -11.13
F 3.99 -1.31 -10.96
F 5.49 -0.27 -9.80
S 5.42 0.40 -12.41
O 6.88 0.40 -12.53
O 4.71 -0.27 -13.48
O 4.83 1.63 -11.95
*
```

The calculation puts the orbital gap at 0.3217 Ha. Its energy is -179258.9843 eV. The calculation puts the highest occupied orbital energy at -2.148 eV.

Entry 2:
Molecular formula: C20H39MnN3O6
Method: DFT, ωB97M-V with the def2-TZVPD basis set

Geometry as ORCA input:
```
! wB97M-V def2-TZVPD RIJCOSX def2/J DEFGRID3
* xyz 2 2
Mn -1.10 -0.05 -0.25
C -2.71 2.52 0.45
C -3.74 2.38 -0.67
O -3.48 1.17 -1.37
C -4.55 0.24 -1.45
C -4.49 -0.64 -0.22
O -3.16 -1.13 0.01
C -2.91 -2.49 -0.35
C -2.23 -2.55 -1.70
O -1.07 -1.71 -1.59
C -0.46 -1.41 -2.86
C -0.91 -0.03 -3.29
O -0.62 0.81 -2.17
C -0.95 2.19 -2.34
C -0.76 2.83 -0.98
O -1.40 2.06 0.05
H -2.97 1.90 1.30
H -2.64 3.56 0.78
H -3.69 3.22 -1.37
H -4.73 2.39 -0.22
H -4.40 -0.32 -2.37
H -5.52 0.74 -1.51
H -5.19 -1.48 -0.29
H -4.75 -0.06 0.66
H -3.83 -3.07 -0.35
H -2.24 -2.89 0.41
H -2.87 -2.18 -2.50
H -1.92 -3.57 -1.93
H -0.73 -2.16 -3.60
H 0.62 -1.44 -2.71
H -1.98 0.00 -3.51
H -0.35 0.30 -4.17
H -1.98 2.28 -2.70
H -0.28 2.65 -3.07
H -1.14 3.85 -0.97
H 0.30 2.86 -0.72
C 1.20 -2.52 3.90
N 0.55 -2.19 2.62
C 0.89 -3.03 1.47
C -0.36 -1.23 2.50
C -0.65 -0.31 3.65
O -0.98 -1.06 1.42
H 1.76 -3.44 3.76
H 0.47 -2.68 4.68
H 1.89 -1.73 4.20
H 1.95 -3.23 1.49
H 0.63 -2.52 0.55
H 0.35 -3.98 1.53
H -0.30 -0.66 4.61
H -1.73 -0.15 3.69
H -0.18 0.65 3.43
N 0.86 0.28 -0.04
C 1.94 0.69 0.07
N 3.15 1.14 0.19
C 3.82 1.20 1.51
C 5.13 0.44 1.45
C 6.00 0.93 0.30
C 5.25 0.80 -1.03
C 3.94 1.57 -0.98
H 3.13 0.79 2.25
H 3.99 2.25 1.75
H 4.92 -0.63 1.33
H 5.65 0.56 2.41
H 6.93 0.36 0.26
H 6.27 1.97 0.46
H 5.04 -0.25 -1.24
H 5.85 1.18 -1.86
H 3.33 1.42 -1.87
H 4.13 2.65 -0.87
*
```

The calculation puts the orbital gap (spin up / spin down) at 0.3754 / 0.3634 Ha. Its energy is -69433.5812 eV. The calculation puts the highest occupied orbital energy (spin up / spin down) at -14.464 / -14.145 eV.

Entry 3:
Molecular formula: C3H4O3Tm
Method: DFT, ωB97M-V with the def2-TZVPD basis set

Geometry as ORCA input:
```
! wB97M-V def2-TZVPD RIJCOSX def2/J DEFGRID3
* xyz 0 4
H -1.73 -1.67 0.72
Tm -1.02 -0.91 2.73
O 0.51 0.91 -1.23
C 1.61 0.74 -0.46
C -0.68 0.47 -0.52
O 2.63 1.37 -0.70
O 1.44 -0.13 0.48
C -0.26 -0.67 0.35
H -1.43 0.18 -1.27
H -1.04 1.36 0.02
H -0.03 -1.64 -0.12
*
```

The calculation puts the orbital gap (spin up / spin down) at 0.2358 / 0.2302 Ha. Its energy is -38840.8154 eV. The calculation puts the highest occupied orbital energy (spin up / spin down) at -7.172 / -8.177 eV.

Entry 4:
Molecular formula: C6H9N
Method: DFT, ωB97M-V with the def2-TZVPD basis set

Geometry as ORCA input:
```
! wB97M-V def2-TZVPD RIJCOSX def2/J DEFGRID3
* xyz 0 1
C 2.89 -0.45 -0.01
C 1.82 -0.41 -0.57
C 0.48 -0.36 -1.15
C -0.55 0.03 -0.11
C -0.46 1.47 0.36
C -1.02 -1.01 0.82
N -1.85 -0.58 -0.30
H 3.83 -0.50 0.49
H 0.46 0.35 -1.99
H 0.22 -1.34 -1.57
H 0.57 1.71 0.63
H -1.10 1.64 1.23
H -0.78 2.15 -0.44
H -0.63 -2.03 0.74
H -1.29 -0.71 1.83
H -2.59 0.04 0.03
*
```

The calculation puts the orbital gap at 0.3891 Ha. The SMILES is C#CC[C@]1(C)CN1. Its energy is -7855.3107 eV. The calculation puts the highest occupied orbital energy at -9.557 eV.

Entry 5:
Molecular formula: C15H26FO9STl
Method: DFT, ωB97M-V with the def2-TZVPD basis set

Geometry as ORCA input:
```
! wB97M-V def2-TZVPD RIJCOSX def2/J DEFGRID3
* xyz 1 2
Tl 20.45 15.52 -5.96
F 22.68 16.77 -7.23
O 21.85 17.01 -3.79
C 22.58 17.86 -3.23
O 22.86 17.81 -1.85
C 23.68 18.90 -1.43
C 24.34 19.31 -2.73
C 23.34 19.07 -3.83
H 24.49 18.53 -0.81
H 22.98 19.59 -0.96
H 25.31 18.85 -2.96
H 24.61 20.36 -2.57
H 23.80 18.86 -4.80
H 22.75 19.99 -3.84
O 20.75 14.36 -8.60
C 21.36 14.43 -9.65
O 20.86 14.58 -10.85
C 21.79 14.51 -11.91
C 23.08 14.77 -11.26
C 22.83 14.37 -9.83
H 21.48 15.22 -12.69
H 21.69 13.51 -12.34
H 23.37 15.81 -11.41
H 23.84 14.12 -11.69
H 23.27 15.09 -9.13
H 23.24 13.39 -9.60
O 22.85 13.76 -6.35
C 23.55 12.70 -6.31
O 24.80 12.70 -6.73
C 25.45 11.46 -6.48
C 24.36 10.47 -6.33
C 23.14 11.31 -6.07
H 26.05 11.63 -5.58
H 26.14 11.23 -7.30
H 24.49 9.80 -5.48
H 24.25 9.95 -7.28
H 22.68 11.26 -5.08
H 22.36 11.08 -6.81
O 16.72 12.03 -7.21
S 16.85 13.50 -7.05
O 18.17 14.16 -7.12
O 15.82 14.25 -8.08
C 14.55 13.66 -8.24
C 13.45 14.73 -8.06
C 15.92 13.81 -5.50
H 14.38 12.73 -7.69
H 14.58 13.32 -9.27
H 13.39 15.00 -7.00
H 12.52 14.36 -8.48
H 13.80 15.62 -8.57
H 15.01 13.21 -5.54
H 15.76 14.89 -5.44
H 16.56 13.44 -4.70
*
```

The calculation puts the orbital gap (spin up / spin down) at 0.3778 / 0.2026 Ha. Its energy is -52641.2705 eV. The calculation puts the highest occupied orbital energy (spin up / spin down) at -12.682 / -12.672 eV.

Entry 6:
Molecular formula: C6H8
Method: DFT, ωB97M-V with the def2-TZVPD basis set

Geometry as ORCA input:
```
! wB97M-V def2-TZVPD RIJCOSX def2/J DEFGRID3
* xyz 0 1
C 2.73 -2.02 0.40
C 1.43 -1.32 0.25
C 0.37 -0.75 0.08
C -0.89 -0.10 -0.14
C -1.00 1.22 -0.08
C -2.25 1.97 -0.35
H 3.03 -2.13 1.47
H 2.67 -3.08 -0.03
H 3.55 -1.44 -0.13
H -1.74 -0.71 -0.41
H -0.16 1.79 0.27
H -2.65 2.44 0.55
H -2.09 2.80 -1.07
H -3.00 1.32 -0.81
*
```

The calculation puts the orbital gap at 0.3533 Ha. The SMILES is CC#C/C=C/C. Its energy is -6349.4301 eV. The calculation puts the highest occupied orbital energy at -8.515 eV.

Entry 7:
Molecular formula: C16H28N2OP
Method: DFT, ωB97M-V with the def2-TZVPD basis set

Geometry as ORCA input:
```
! wB97M-V def2-TZVPD RIJCOSX def2/J DEFGRID3
* xyz 1 1
C -1.28 0.32 5.24
C -0.82 0.95 4.05
P -0.14 1.39 2.27
C -1.07 0.41 0.92
C -2.63 0.85 0.68
C -3.70 0.27 1.78
C -4.16 1.40 2.93
C -3.28 -1.14 2.49
C 1.65 0.65 2.26
C 2.69 1.06 3.51
C 4.20 0.36 3.47
C 4.50 -0.66 2.22
N 3.60 -1.02 1.08
C 2.24 -0.38 1.13
H -1.31 -0.35 6.23
H -0.51 0.65 -0.11
H -0.89 -0.73 1.12
H -2.70 2.04 0.57
H -2.96 0.42 -0.37
H -4.71 0.05 1.17
H -3.62 1.25 3.95
H -5.31 1.18 3.13
H -4.07 2.50 2.53
H -4.00 -1.28 3.44
H -3.53 -2.06 1.78
H -2.19 -1.19 2.91
H 2.36 1.80 4.36
H 4.99 0.56 4.33
H 5.57 -1.19 2.23
H 1.49 -0.65 0.24
C 1.67 -1.32 -5.20
C 1.09 -1.49 -3.80
C -0.03 -0.50 -3.48
O 0.52 0.80 -3.22
C 0.48 1.68 -4.34
N 2.19 -1.24 -2.81
H 2.25 -0.40 -5.30
H 2.34 -2.16 -5.44
H 0.87 -1.32 -5.95
H 0.75 -2.52 -3.66
H -0.52 -0.81 -2.55
H -0.81 -0.48 -4.25
H -0.34 1.46 -5.03
H 1.43 1.64 -4.87
H 0.35 2.70 -3.97
H 3.09 -1.68 -3.07
H 1.93 -1.55 -1.87
H 2.33 -0.22 -2.75
*
```

The calculation puts the orbital gap at 0.2718 Ha. Its energy is -31342.4215 eV. The calculation puts the highest occupied orbital energy at -10.471 eV.

Entry 8:
Molecular formula: C9H21BBr4N3O11
Method: DFT, ωB97M-V with the def2-TZVPD basis set

Geometry as ORCA input:
```
! wB97M-V def2-TZVPD RIJCOSX def2/J DEFGRID3
* xyz 1 1
N -1.99 0.86 19.96
H -2.54 1.70 20.07
H -1.61 0.41 20.78
H -1.16 1.14 19.45
H -2.66 0.25 19.53
N -5.86 -5.89 20.80
H -5.36 -6.73 20.56
H -5.77 -5.39 19.92
H -5.37 -5.30 21.46
H -6.80 -6.21 21.00
N -2.72 -6.39 11.98
H -3.15 -6.28 11.07
H -2.06 -5.63 11.98
H -2.18 -7.24 12.03
H -3.30 -6.17 12.78
O 5.35 2.86 16.23
C 4.38 2.16 16.04
O 3.68 1.87 14.99
B 2.48 1.18 15.29
O 2.53 0.70 16.72
C 3.60 1.46 17.21
O 3.92 1.52 18.41
O 1.26 2.07 15.10
C 0.39 1.46 14.28
O -0.80 1.70 14.07
C 1.04 0.22 13.74
O 2.34 0.16 14.20
O 0.55 -0.66 13.00
O -5.06 -2.31 14.58
C -5.18 -2.90 15.75
O -5.13 -2.25 16.84
O -5.17 -4.14 15.81
H -4.91 -1.37 14.70
Br -3.51 1.10 6.72
C -5.46 0.91 6.99
C -5.71 0.04 8.15
Br -7.55 0.52 8.73
H -5.97 0.55 6.09
H -5.80 1.91 7.24
H -5.02 0.16 8.99
H -5.67 -0.97 7.75
Br -11.89 -7.03 10.75
C -10.92 -5.25 10.61
C -10.94 -4.56 12.00
Br -12.53 -3.52 12.56
H -11.44 -4.71 9.82
H -9.95 -5.39 10.16
H -10.10 -3.87 12.10
H -10.75 -5.32 12.76
*
```

The calculation puts the orbital gap at 0.1716 Ha. Its energy is -317505.7200 eV. The calculation puts the highest occupied orbital energy at -8.952 eV.